# 1
Below is a molecular structure, C20H20F5N3O4ReS3Se3, with properties calculated with ωB97M-V/def2-TZVPD.

```
59
C20H20F5N3O4ReS3Se3 ωB97M-V/def2-TZVPD
Re -0.452 -0.358 0.157
C -4.129 0.686 -0.259
Se -2.470 1.161 0.626
C -2.935 0.622 2.452
C -1.718 0.587 3.349
Se -0.188 -0.465 2.662
C 1.147 0.712 3.473
H -4.452 -0.296 0.070
H -3.916 0.683 -1.325
H -4.859 1.455 -0.021
H -3.414 -0.353 2.385
H -3.647 1.357 2.825
H -1.981 0.143 4.307
H -1.330 1.591 3.526
H 1.140 1.716 3.061
H 2.123 0.264 3.321
H 0.931 0.736 4.540
O -0.943 -0.085 -1.955
N -0.834 -1.094 -2.809
C 0.100 -0.972 -3.770
C 0.285 -1.953 -4.714
C -0.496 -3.098 -4.663
C -1.450 -3.206 -3.670
C -1.638 -2.188 -2.747
S -2.931 -2.256 -1.567
H 0.663 -0.053 -3.712
H 1.047 -1.818 -5.467
H -0.360 -3.895 -5.380
H -2.079 -4.080 -3.579
F 6.076 -0.829 1.528
C 4.805 -1.219 1.288
C 3.723 -1.090 2.249
F 2.954 -2.027 2.800
C 3.535 -0.353 1.017
F 3.459 0.997 0.953
C 3.105 -1.232 -0.136
Se 1.351 -2.002 -0.394
C 4.192 -1.341 -1.084
F 4.924 -0.313 -1.554
C 4.458 -2.091 0.121
F 4.517 -3.424 0.184
O -4.335 -2.105 1.177
S -3.190 -2.881 1.598
O -2.506 -2.397 2.776
O -3.284 -4.298 1.428
S -1.631 -2.366 0.106
N 1.934 0.929 -1.932
C 1.650 1.858 -0.975
C 2.325 3.093 -1.008
C 2.032 4.063 -0.093
C 1.048 3.799 0.862
C 0.437 2.575 0.832
N 0.712 1.586 -0.047
H 2.855 1.000 -2.336
H 1.632 -0.017 -1.724
H 3.075 3.248 -1.773
H 2.552 5.012 -0.112
H 0.762 4.524 1.610
H -0.318 2.346 1.565
```

As for the highest occupied orbital energy (spin up / spin down): -7.1875 / -6.3192 eV. As for the HOMO-LUMO gap (spin up / spin down): 0.2079 / 0.1424 Ha. As for the multiplicity: 2. The energy above the lowest of the compared OMol25 structures with the same formula, charge and spin comes out at 3.0839 eV. For the calculated total energy, the calculation gives -10215.50857 a.u.

Here are the natural (NBO) charges for atoms 1 to 6, given in e: number 1, Re, carries 0.122; number 2, C, carries -0.784; number 3, Se, carries 0.486; number 4, C, carries -0.567; number 5, C, carries -0.568; number 6, Se, carries 0.626

=====

# 2
Below is a molecular structure, C20H20I2N4O5W, with properties calculated with ωB97M-V/def2-TZVPD.

```
52
C20H20I2N4O5W ωB97M-V/def2-TZVPD
W 0.583 -0.022 0.129
O -0.470 -0.040 1.670
C -0.927 0.680 2.720
C -1.421 0.034 3.833
C -1.922 0.812 4.871
C -1.941 2.206 4.792
C -1.449 2.832 3.664
C -0.921 2.069 2.615
C -0.427 2.716 1.433
N 0.207 2.171 0.450
C 0.476 3.023 -0.722
C -0.288 2.371 -1.852
N 0.205 0.991 -1.831
C 0.698 0.491 -2.909
C 1.702 -0.543 -2.882
C 1.982 -1.351 -3.984
C 3.044 -2.232 -3.940
C 3.860 -2.271 -2.811
C 3.625 -1.441 -1.722
C 2.538 -0.593 -1.758
O 2.299 0.255 -0.681
H -1.425 -1.047 3.876
H -2.311 0.321 5.753
H -2.347 2.790 5.605
H -1.465 3.912 3.584
H -0.612 3.788 1.369
H 1.545 3.013 -0.939
H 0.159 4.049 -0.541
H -0.074 2.846 -2.808
H -1.364 2.409 -1.671
H 0.456 0.958 -3.862
H 1.348 -1.295 -4.861
H 3.249 -2.880 -4.780
H 4.701 -2.951 -2.779
H 4.278 -1.444 -0.860
N 2.073 0.649 1.770
C 2.239 -0.387 2.814
C 1.938 -1.734 2.224
O 2.102 -2.764 2.822
N 1.436 -1.685 0.929
C 1.123 -2.989 0.368
C 0.430 -2.726 -0.925
O 0.364 -3.376 -1.898
O -0.157 -1.425 -0.859
H 2.936 0.728 1.236
H 1.914 1.549 2.215
H 1.540 -0.203 3.629
H 3.244 -0.392 3.231
H 0.464 -3.555 1.034
H 2.010 -3.594 0.190
I -2.911 0.313 -0.462
I -3.350 -2.011 0.737
```

As for the highest occupied orbital energy: -14.7992 eV. As for the HOMO-LUMO gap: 0.2495 Ha. The energy above the lowest of the compared OMol25 structures with the same formula, charge and spin comes out at 0.6301 eV. For the calculated total energy, the calculation gives -2031.42017 a.u. Its net charge is +2.

Here are the natural (NBO) charges for atoms 1 to 6, given in e: number 1, W, carries 2.336; number 2, O, carries -0.678; number 3, C, carries 0.408; number 4, C, carries -0.276; number 5, C, carries -0.099; number 6, C, carries -0.209

=====

# 3
Below is a single C20H20N2 molecule, with properties calculated with ωB97M-V/def2-TZVPD.

```
42
C20H20N2 ωB97M-V/def2-TZVPD
C -0.618 3.618 -2.266
C -0.574 2.134 -1.921
C 0.763 1.830 -1.207
C 0.770 0.345 -0.725
C 0.018 -0.153 0.396
C -0.741 0.758 1.267
C -0.080 1.853 1.922
C -0.784 2.770 2.747
C -2.145 2.630 2.966
C -2.796 1.459 2.482
C -2.128 0.570 1.613
C -0.084 -1.614 0.698
C -0.322 -2.557 -0.300
C -0.419 -3.944 0.023
C -0.334 -4.348 1.351
C -0.079 -3.434 2.356
C 0.015 -2.035 2.045
C 1.611 -0.516 -1.564
C 2.385 -1.599 -1.167
N 3.011 -2.104 -2.300
C 2.703 -1.266 -3.380
N 1.873 -0.367 -2.942
H -0.641 4.206 -1.391
H 0.272 3.911 -2.826
H -1.506 3.807 -2.908
H -0.624 1.475 -2.821
H -1.420 1.967 -1.223
H 0.871 2.498 -0.333
H 1.637 2.055 -1.850
H 0.984 1.985 1.824
H -0.251 3.582 3.238
H -2.741 3.318 3.565
H -3.862 1.306 2.683
H -2.642 -0.270 1.213
H -0.401 -2.237 -1.348
H -0.618 -4.707 -0.771
H -0.485 -5.407 1.548
H 0.077 -3.780 3.364
H 0.193 -1.301 2.839
H 2.419 -2.085 -0.212
H 3.571 -2.967 -2.305
H 3.122 -1.385 -4.380
```

Its SMILES is CCCC(=C(c1ccccc1)c1ccccc1)c1c[nH]cn1. As for the highest occupied orbital energy: -7.4343 eV. As for the HOMO-LUMO gap: 0.2934 Ha. The energy above the lowest of the compared OMol25 structures with the same formula, charge and spin comes out at 0.4666 eV. For the calculated total energy, the calculation gives -883.59741 a.u.

Here are the natural (NBO) charges for atoms 1 to 6, given in e: number 1, C, carries -0.601; number 2, C, carries -0.389; number 3, C, carries -0.438; number 4, C, carries 0.067; number 5, C, carries -0.087; number 6, C, carries -0.050